Molecular formula: C24H22BN8PPtS2
Method: DFT, ωB97M-V/def2-TZVPD

The geometry in XYZ format:
```
59
Properties=species:S:1:pos:R:3
Pt -0.1985 0.2442 -0.4918
C -0.8197 4.0481 0.8915
C -0.3930 2.7405 1.0819
N -0.4962 2.0877 -0.0799
N -0.9881 2.9264 -1.0194
C -1.1831 4.1235 -0.4342
B -1.2043 2.4264 -2.4538
N 0.1138 1.8270 -2.9328
C 0.8662 1.9745 -4.0364
C 1.9249 1.0966 -3.9794
C 1.7680 0.4098 -2.7816
N 0.6747 0.8644 -2.1622
N -2.2342 1.2803 -2.4289
C -3.3275 0.9261 -3.1435
C -3.8166 -0.2680 -2.6690
C -2.9510 -0.6269 -1.6434
N -2.0121 0.3108 -1.5063
N -1.6088 3.6470 -3.3297
C -2.7387 4.0755 -3.7843
C -2.4925 5.3520 -4.4321
C -1.1010 5.5597 -4.2443
N -0.5377 4.5995 -3.5567
H -0.8541 4.8352 1.6271
H -0.0243 2.2483 1.9694
H -1.5673 4.9662 -0.9887
H 0.6057 2.6871 -4.8061
H 2.7095 0.9685 -4.7071
H 2.3768 -0.3647 -2.3391
H -3.6833 1.5091 -3.9746
H -4.6811 -0.8088 -3.0178
H -2.9618 -1.4958 -1.0032
H -3.6796 3.5655 -3.6562
H -3.2291 6.0061 -4.8788
H -0.5102 6.4113 -4.5557
S -1.1427 -4.1853 1.7846
P 0.4470 -3.0121 2.1850
S 0.5057 -1.3954 0.7862
C 1.7970 -4.0427 1.9047
C 2.6855 -4.3175 2.9614
C 3.7284 -5.1906 2.7362
C 3.8736 -5.8061 1.4949
C 2.9963 -5.5309 0.4452
C 1.9458 -4.6572 0.6418
C 0.4545 -2.1999 3.7168
C 1.5496 -1.3708 4.0261
C 1.5706 -0.7221 5.2425
C 0.5115 -0.8793 6.1361
C -0.5719 -1.6946 5.8264
C -0.6157 -2.3547 4.6076
H 2.5564 -3.8607 3.9330
H 4.4304 -5.4028 3.5313
H 4.6678 -6.5268 1.3502
H 3.1285 -6.0146 -0.5130
H 1.2451 -4.4591 -0.1614
H 2.3754 -1.2553 3.3335
H 2.4144 -0.0974 5.5050
H 0.5331 -0.3593 7.0858
H -1.3779 -1.8215 6.5360
H -1.4544 -2.9963 4.3710
```

The energy above the lowest of the compared OMol25 structures with the same formula, charge and spin is 94.4 kcal per mole. The calculation puts the HOMO energy (spin up / spin down) at -15.5 / -15.5 eV. As for the HOMO-LUMO gap (spin up / spin down): 2.933 / 2.839 eV. The net charge is +3. As for the expectation value of S²: 0.759. As for the molar mass: 723.5 u. The calculation puts the LUMO energy (spin up / spin down) at -12.55 / -12.64 eV. The spin multiplicity is 2.